86
Properties=species:S:1:pos:R:3:forces:R:3 method="wB97M-V/def2-TZVPD" largest_force_ev_per_a=0.9 gap_ev="7.07 / 7.22" spin_multiplicity=3 homo_energy_ev="-9.760 / -10.594" lumo_energy_ev="-2.69 / -3.37" charge=+1 energy_ha=-4193.375527
Ti 0.344340 1.142132 -0.193569 0.1874 0.0813 -0.6057
O 0.633806 2.174111 2.984418 -0.0850 -0.6237 -0.1699
S 0.442048 0.940011 2.181091 0.1434 0.6545 0.3904
C -1.003663 0.077697 2.740192 -0.1124 -0.0101 0.2876
C -1.256066 0.093632 4.110704 -0.0592 -0.0551 -0.0941
C -2.352516 -0.584854 4.605263 -0.0462 -0.0214 0.0135
C -3.189859 -1.257492 3.724416 0.0283 0.0189 0.0427
C -2.983716 -1.174827 2.356766 -0.0452 -0.0240 0.0469
C -1.897898 -0.478439 1.826960 0.1944 0.0329 0.0798
P -1.896450 -0.085768 -0.011426 -0.8264 -0.1998 0.0322
C -2.578681 -1.529661 -0.956481 -0.0654 -0.1055 0.0719
C -3.957444 -2.090110 -0.693596 0.1814 0.1290 -0.0568
C -4.443774 -3.139102 -1.361316 0.0635 -0.1928 -0.2286
C -3.799609 -3.931145 -2.435885 -0.1629 0.1343 0.2295
C -2.607036 -3.728503 -3.000000 0.0545 0.0768 -0.0150
C -1.651584 -2.637041 -2.600179 -0.0942 0.0433 0.0678
C -3.328410 1.092159 0.177916 -0.0346 0.0157 -0.2180
C -4.363302 1.085413 -0.757862 -0.0700 0.1039 -0.0673
C -5.387708 2.022187 -0.697688 0.0820 -0.0503 0.0219
C -5.371071 3.005084 0.281040 0.0157 0.0088 0.0260
C -4.329911 3.044518 1.198193 -0.0360 -0.0278 -0.0626
C -3.322245 2.092446 1.147881 0.0552 0.0087 0.1332
C 1.789363 -0.176337 2.614908 0.0690 -0.0876 0.2372
C 1.874673 -0.690502 3.906490 0.0584 -0.0060 -0.1533
C 3.014426 -1.366256 4.300408 0.0750 -0.0364 -0.0006
C 4.082468 -1.508781 3.421914 -0.0258 -0.0098 0.0606
C 3.996570 -0.995295 2.140759 0.0366 -0.0028 -0.0068
C 2.843556 -0.337650 1.712869 -0.0393 -0.0015 0.0719
P 2.715963 0.361143 0.036578 0.5008 0.1938 0.0707
C 4.058108 1.568753 -0.090021 0.1180 -0.0113 0.0806
C 5.340517 1.227555 -0.513604 0.0563 -0.0500 -0.0398
C 6.341696 2.186124 -0.543196 -0.0353 0.0431 0.0176
C 6.068036 3.489181 -0.145415 -0.0050 -0.0186 -0.0020
C 4.792627 3.836329 0.277905 0.0267 -0.0625 -0.0294
C 3.788632 2.879210 0.300704 -0.0229 0.0992 0.0397
C 3.142656 -0.962620 -1.125946 -0.0525 -0.0357 -0.0229
C 3.209896 -0.610721 -2.475851 0.0018 0.0095 -0.0554
C 3.459951 -1.572152 -3.440659 0.0013 -0.0239 0.0470
C 3.639844 -2.899619 -3.067549 -0.0017 0.0077 -0.0012
C 3.568853 -3.257462 -1.730059 -0.0063 0.0519 0.0003
C 3.317153 -2.291817 -0.760241 0.0030 -0.1175 0.0037
H -0.619845 0.672707 4.767181 0.0217 0.0051 -0.0216
H -2.559638 -0.580648 5.666998 -0.0064 -0.0086 -0.0113
H -4.040684 -1.809450 4.102139 0.0039 0.0029 -0.0124
H -3.708040 -1.642152 1.707938 0.0289 0.0267 -0.0195
H -4.616476 -1.589110 0.001858 0.0401 0.0423 0.0019
H -5.454215 -3.441519 -1.112896 0.0062 -0.0305 -0.0272
H -4.387800 -4.761360 -2.808186 -0.0193 0.0240 0.0295
H -2.292842 -4.407239 -3.784185 0.0258 0.0347 -0.0017
H -0.734898 -2.659010 -3.185879 0.0392 0.0141 0.0098
H -4.382642 0.359346 -1.562317 0.0198 -0.0306 0.0279
H -6.189307 1.989796 -1.424713 0.0150 -0.0047 0.0111
H -6.160897 3.744120 0.323567 0.0111 -0.0160 -0.0028
H -4.297778 3.818807 1.953835 0.0018 -0.0150 -0.0090
H -2.524377 2.155931 1.879799 0.0267 -0.0535 -0.0289
H 1.067471 -0.566137 4.609974 -0.0240 0.0194 -0.0092
H 3.076624 -1.769679 5.302784 0.0105 0.0098 -0.0195
H 4.982645 -2.016379 3.742369 -0.0032 0.0041 -0.0143
H 4.838589 -1.100393 1.466362 -0.0284 0.0199 -0.0121
H 5.557645 0.215470 -0.835211 -0.0035 0.0070 0.0080
H 7.335547 1.918347 -0.876750 -0.0093 -0.0058 -0.0003
H 6.850726 4.236355 -0.169902 -0.0092 -0.0127 0.0002
H 4.576550 4.850993 0.584971 -0.0008 -0.0141 -0.0038
H 2.796785 3.168461 0.633107 -0.0549 -0.0584 -0.0026
H 3.075965 0.421865 -2.779090 -0.0141 0.0271 0.0279
H 3.516922 -1.285628 -4.482575 0.0009 -0.0054 0.0090
H 3.837910 -3.651487 -3.820458 0.0006 0.0095 0.0106
H 3.712682 -4.288818 -1.435040 -0.0063 0.0082 0.0031
H 3.253316 -2.588801 0.278721 -0.0051 0.0051 -0.0123
S -1.850799 3.363947 -2.857041 -0.1145 0.1321 -0.4016
C -1.150277 4.729036 -2.097399 -0.1335 0.0603 0.1278
C -0.399229 4.387561 -1.015791 0.2171 -0.2169 -0.2059
C -0.303786 2.972587 -0.816846 -0.0259 0.5972 0.0547
C -1.047221 2.305418 -1.772812 -0.1845 -0.4326 0.1629
C -1.348698 0.849139 -1.714790 0.0973 0.3464 0.3886
C -1.707177 0.056265 -2.725052 -0.0458 -0.1642 -0.1844
C -2.384282 -1.255283 -2.482355 0.0573 0.0151 0.0632
C -1.493140 -2.631216 -1.046029 0.0570 0.0205 0.0078
C -0.189293 -2.065600 -0.590919 0.0516 -0.1205 -0.0822
N -0.128117 -0.891388 -0.140383 -0.0896 -0.0877 -0.0733
H -1.352267 5.718182 -2.480930 -0.0182 -0.0223 0.0207
H 0.104857 5.119953 -0.401269 0.0003 -0.0041 0.0028
H -1.677398 0.436670 -3.744489 -0.0003 -0.0364 -0.0020
H -3.329492 -1.256428 -3.027408 0.0073 -0.0023 -0.0398
H -1.717161 -3.582161 -0.562808 -0.0127 -0.0059 -0.0114
H 0.719319 -2.662639 -0.714946 -0.0572 -0.0224 -0.0015


24
Properties=species:S:1:pos:R:3:forces:R:3 method="wB97M-V/def2-TZVPD" largest_force_ev_per_a=15.3 gap_ev=10.19 homo_energy_ev=-10.375 lumo_energy_ev=-0.19 energy_ha=-779.191720
Li 14.948000 35.457000 44.328000 -0.6985 -0.0706 -0.3806
B 12.352000 35.322000 42.386000 -0.7175 0.9076 -2.9725
F 11.749000 34.198000 42.775000 -0.6767 -2.1195 0.9533
F 13.353000 35.088000 41.431000 1.0942 -0.4139 0.0740
F 11.438000 36.152000 41.736000 -0.6839 0.6292 0.0078
F 12.870000 36.003000 43.450000 1.8077 0.9870 2.4107
C 15.895000 32.824000 44.452000 1.6052 2.5596 2.3165
O 15.724000 33.702000 43.366000 0.0120 1.8912 -1.7494
H 15.144000 32.892000 45.333000 1.1559 0.0786 -2.0065
H 16.946000 33.111000 44.742000 -0.9681 -1.0578 1.0050
H 15.901000 31.969000 43.926000 -0.1496 -4.1333 -0.2893
H 16.450000 33.444000 42.716000 -1.7543 0.8465 1.1127
C 13.820000 36.408000 46.798000 -6.5172 -12.0436 6.8896
O 14.423000 35.122000 46.346000 0.4021 3.6954 -3.0725
H 13.742000 36.294000 47.852000 0.9329 1.1328 1.0274
H 12.815000 36.526000 46.532000 -1.7993 -0.5352 -0.9849
H 14.249000 36.993000 46.325000 7.9899 10.5932 -6.6277
H 14.268000 34.432000 46.906000 -0.9191 -2.5683 2.3493
C 16.495000 37.010000 42.733000 -1.7561 -3.1475 -0.4753
O 15.882000 37.258000 43.938000 -3.2841 1.0188 1.6674
H 17.021000 36.106000 42.798000 0.5177 -1.5099 -0.1077
H 17.136000 37.712000 42.738000 5.3780 4.8870 -1.1948
H 15.914000 37.080000 41.859000 -1.2734 -0.3043 -0.9269
H 15.399000 38.108000 43.749000 0.3021 -1.3230 0.9743